P) {"formula": "C10H16S", "method": "ωB97M-V/def2-TZVPD", "homo_lumo_gap_ev": 8.89, "lumo_energy_ev": 0.81, "e_homo_ha": -0.297, "elements": ["C", "C", "C", "C", "C", "C", "C", "H", "H", "H", "H", "H", "H", "H", "H", "C", "C", "C", "S", "H", "H", "H", "H", "H", "H", "H", "H"], "xyz": [[-1.873, -2.003, 0.536], [-2.296, 1.661, 1.315], [-2.213, 0.416, 0.525], [-1.676, 1.689, 2.579], [-1.498, -0.697, 0.937], [-0.850, 0.539, 2.924], [-0.722, -0.528, 2.096], [-2.933, 2.432, 0.835], [-2.980, 0.375, -0.280], [-1.839, 2.324, 3.456], [-0.425, 0.527, 3.892], [-2.861, -1.990, 0.071], [-1.963, -2.575, 1.402], [-0.138, -1.400, 2.300], [-1.110, -2.607, -0.074], [2.642, -0.480, -0.866], [2.362, -1.297, -2.008], [1.559, 1.808, -2.562], [2.265, 1.351, -1.019], [2.129, -0.710, 0.172], [3.728, -0.365, -0.741], [2.264, -2.356, -1.875], [2.998, -1.019, -2.767], [0.685, 1.183, -2.828], [1.278, 2.870, -2.329], [2.187, 1.968, -3.442], [1.281, -1.117, -2.249]]}

Q) {"formula": "C10H16S", "method": "ωB97M-V/def2-TZVPD", "homo_lumo_gap_ev": 9.73, "lumo_energy_ev": 0.80, "e_homo_ha": -0.328, "elements": ["C", "C", "C", "C", "C", "C", "C", "C", "C", "C", "S", "H", "H", "H", "H", "H", "H", "H", "H", "H", "H", "H", "H", "H", "H", "H", "H"], "xyz": [[2.937, 3.185, 0.849], [3.034, 2.098, 0.337], [2.882, 0.738, -0.160], [1.018, -1.781, -0.436], [1.266, -0.681, -1.523], [0.274, -1.140, 0.768], [0.382, 1.133, -0.059], [1.567, 0.723, -0.934], [0.020, 0.140, 1.016], [-4.397, 0.284, 1.097], [-4.039, 0.664, -0.673], [3.141, 4.143, 1.007], [3.720, 0.441, -0.783], [2.813, 0.022, 0.722], [0.413, -2.699, -0.769], [1.944, -2.146, 0.157], [2.070, -0.958, -2.291], [0.455, -0.588, -2.213], [-0.173, -1.902, 1.416], [-5.112, -0.044, -1.226], [0.622, 2.153, 0.340], [-0.545, 1.223, -0.601], [1.571, 1.285, -1.829], [-0.059, 0.660, 2.031], [-3.785, 0.943, 1.727], [-5.454, 0.575, 1.249], [-4.303, -0.828, 1.286]]}

Stability summary - winner: P); margin: 1.630 eV.

P) {"formula": "C3H3O3", "method": "ωB97M-V/def2-TZVPD", "total_charge": 1, "homo_lumo_gap_ev": 10.52, "lumo_energy_ev": -5.64, "e_homo_ha": -0.594, "elements": ["C", "C", "C", "O", "O", "O", "H", "H", "H"], "xyz": [[-3.274, -0.202, -0.172], [0.907, -0.473, 0.189], [1.943, 0.107, -0.064], [-4.389, -0.394, -0.311], [2.956, 0.758, -0.100], [-2.155, -0.020, 0.033], [0.356, -1.405, 0.217], [0.455, 0.157, 1.001], [3.201, 1.471, -0.794]]}

Q) {"formula": "C3H3O3", "method": "ωB97M-V/def2-TZVPD", "total_charge": 1, "homo_lumo_gap_ev": 9.44, "lumo_energy_ev": -5.25, "e_homo_ha": -0.540, "elements": ["C", "C", "C", "O", "O", "O", "H", "H", "H"], "xyz": [[-1.928, 0.577, -2.265], [-1.032, 0.264, -1.348], [-0.225, 0.558, 0.846], [-2.644, 0.833, -3.111], [0.841, -0.146, 0.822], [-1.057, 0.764, -0.077], [-0.199, -0.694, -1.648], [-0.459, 1.034, 1.802], [1.109, -0.556, -0.023]]}

Stability summary - winner: P); margin: 0.678 eV.

P) {"formula": "C3H3ClNO", "method": "ωB97M-V/def2-TZVPD", "total_charge": 1, "homo_lumo_gap_ev": 8.14, "lumo_energy_ev": -7.82, "e_homo_ha": -0.587, "elements": ["C", "C", "C", "N", "O", "Cl", "H", "H", "H"], "xyz": [[-0.555, -0.856, -0.249], [-0.995, 0.399, -0.560], [0.526, -0.305, 0.593], [0.056, 1.002, 0.125], [0.479, 2.092, 0.225], [2.454, -0.822, -0.160], [-0.829, -1.857, -0.536], [-1.821, 0.846, -1.086], [0.684, -0.499, 1.646]]}

Q) {"formula": "C3H3ClNO", "method": "ωB97M-V/def2-TZVPD", "total_charge": 1, "homo_lumo_gap_ev": [8.50, 8.51], "lumo_energy_ev": [-7.47, -7.47], "e_homo_ha": [-0.587, -0.587], "elements": ["C", "C", "C", "N", "O", "Cl", "H", "H", "H"], "xyz": [[-0.432, -0.858, -0.197], [-0.850, 0.356, -0.653], [0.445, -0.229, 0.808], [0.013, 1.092, 0.118], [0.426, 2.181, 0.050], [2.037, -0.973, -0.105], [-0.468, -1.893, -0.524], [-1.698, 0.701, -1.319], [0.526, -0.378, 1.821]]}

Stability summary - winner: P); margin: 0.123 eV.

P) {"formula": "C6H10N3O", "method": "ωB97M-V/def2-TZVPD", "total_charge": 1, "homo_lumo_gap_ev": 8.50, "lumo_energy_ev": -4.73, "e_homo_ha": -0.486, "elements": ["C", "C", "C", "C", "C", "C", "N", "N", "N", "O", "H", "H", "H", "H", "H", "H", "H", "H", "H", "H"], "xyz": [[-0.074, 0.523, -2.656], [0.001, -0.424, 0.496], [-0.202, 0.872, 0.981], [1.006, 1.179, -0.864], [-0.371, -1.848, 0.932], [-0.956, 1.149, 2.273], [0.332, 1.589, -2.082], [0.269, -0.706, -2.040], [0.794, -0.335, -0.729], [0.417, 1.783, 0.247], [-0.605, 0.547, -3.720], [2.069, 1.512, -0.927], [-0.160, -1.940, 2.043], [0.340, -2.497, 0.539], [-1.439, -2.141, 0.684], [-1.529, 0.211, 2.430], [-1.457, 2.141, 2.190], [-0.093, 1.006, 2.992], [-0.293, -1.470, -2.182], [1.950, -1.151, -0.607]]}

Q) {"formula": "C6H10N3O", "method": "ωB97M-V/def2-TZVPD", "total_charge": 1, "homo_lumo_gap_ev": 8.66, "lumo_energy_ev": -4.91, "e_homo_ha": -0.499, "elements": ["C", "C", "C", "C", "C", "C", "N", "N", "N", "O", "H", "H", "H", "H", "H", "H", "H", "H", "H", "H"], "xyz": [[0.389, -1.207, 0.424], [-0.815, -0.699, 0.105], [1.652, -0.731, 0.229], [-1.956, -1.595, 0.449], [3.856, 0.525, 0.193], [-2.382, 1.211, -0.569], [2.720, -0.249, 0.237], [-0.997, 0.630, -0.378], [0.051, 1.320, -0.791], [-0.184, 2.227, -1.607], [0.314, -2.212, 0.901], [-1.638, -2.328, 1.278], [-2.469, -2.166, -0.342], [-2.678, -0.936, 0.984], [4.081, 0.823, 1.231], [3.612, 1.358, -0.542], [4.588, -0.021, -0.298], [-3.063, 0.365, -0.767], [-2.740, 1.638, 0.459], [-2.340, 2.047, -1.196]]}

R) {"formula": "C6H10N3O", "method": "ωB97M-V/def2-TZVPD", "total_charge": 1, "homo_lumo_gap_ev": 3.93, "lumo_energy_ev": -7.38, "e_homo_ha": -0.416, "elements": ["C", "C", "C", "C", "C", "C", "N", "N", "N", "O", "H", "H", "H", "H", "H", "H", "H", "H", "H", "H"], "xyz": [[2.445, -0.482, 0.288], [1.510, 1.002, 1.664], [0.527, 0.314, 0.757], [1.168, 1.999, 2.643], [-2.637, -0.685, -2.910], [-2.495, -1.857, -1.835], [1.229, -0.614, -0.012], [2.638, 0.476, 1.327], [-1.632, -1.859, -0.937], [-0.636, 0.380, 0.588], [3.323, -0.861, -0.124], [1.199, 3.003, 2.271], [0.109, 1.666, 2.886], [1.802, 1.905, 3.447], [-3.732, -0.447, -2.799], [-1.860, 0.051, -2.455], [-2.419, -1.058, -3.858], [-0.854, -1.197, -0.858], [-3.323, -2.498, -1.697], [3.638, 0.762, 1.616]]}

Stability summary - winner: R); margin: 0.685 eV.

P) {"formula": "C5H20O5", "method": "ωB97M-V/def2-TZVPD", "homo_lumo_gap_ev": 10.21, "lumo_energy_ev": 0.59, "e_homo_ha": -0.354, "elements": ["C", "O", "H", "H", "H", "H", "C", "O", "H", "H", "H", "H", "C", "O", "H", "H", "H", "H", "C", "O", "H", "H", "H", "H", "C", "O", "H", "H", "H", "H"], "xyz": [[2.077, -3.359, -0.639], [1.187, -3.117, 0.408], [3.066, -3.096, -0.264], [1.982, -4.382, -1.002], [1.713, -2.752, -1.469], [0.369, -3.615, 0.339], [0.942, 3.780, -1.982], [1.283, 5.222, -1.749], [1.466, 3.202, -1.222], [-0.141, 3.690, -1.896], [1.166, 3.453, -2.998], [1.126, 5.463, -0.833], [-1.229, -4.379, 2.031], [-0.986, -4.651, 0.634], [-1.415, -3.324, 2.231], [-2.108, -4.960, 2.310], [-0.385, -4.760, 2.606], [-1.191, -5.585, 0.553], [-2.526, 4.277, 0.076], [-1.672, 3.150, 0.434], [-3.568, 4.140, 0.364], [-2.313, 5.163, 0.674], [-2.500, 4.534, -0.983], [-1.797, 2.421, -0.179], [1.048, 0.196, 0.307], [0.082, -0.617, 0.936], [1.790, 0.454, 1.063], [1.459, -0.215, -0.615], [0.649, 1.172, 0.031], [0.422, -1.509, 0.833]]}

Q) {"formula": "C5H20O5", "method": "ωB97M-V/def2-TZVPD", "homo_lumo_gap_ev": 10.61, "lumo_energy_ev": 0.58, "e_homo_ha": -0.369, "elements": ["C", "O", "H", "H", "H", "H", "C", "O", "H", "H", "H", "H", "C", "O", "H", "H", "H", "H", "C", "O", "H", "H", "H", "H", "C", "O", "H", "H", "H", "H"], "xyz": [[29.013, 34.893, -35.280], [28.986, 36.220, -34.866], [28.785, 34.149, -34.516], [28.211, 34.791, -36.011], [29.885, 34.561, -35.843], [29.220, 36.782, -35.608], [27.750, 30.113, -33.008], [28.006, 31.328, -33.757], [27.459, 30.190, -31.961], [26.888, 29.698, -33.530], [28.607, 29.490, -33.265], [27.500, 31.986, -33.275], [30.473, 38.045, -38.830], [29.999, 37.418, -37.670], [31.552, 38.062, -38.671], [30.147, 37.790, -39.838], [30.225, 39.092, -38.657], [29.947, 36.492, -37.921], [32.867, 34.846, -36.369], [32.585, 34.243, -37.625], [31.975, 35.180, -35.839], [33.436, 34.191, -35.709], [33.498, 35.727, -36.486], [32.466, 33.298, -37.506], [28.223, 31.150, -37.104], [28.804, 30.198, -36.203], [28.122, 30.762, -38.117], [27.206, 31.466, -36.872], [28.749, 32.105, -37.111], [28.559, 30.471, -35.316]]}

R) {"formula": "C5H20O5", "method": "ωB97M-V/def2-TZVPD", "homo_lumo_gap_ev": 10.40, "lumo_energy_ev": 0.22, "e_homo_ha": -0.374, "elements": ["C", "O", "H", "H", "H", "H", "C", "O", "H", "H", "H", "H", "C", "O", "H", "H", "H", "H", "C", "O", "H", "H", "H", "H", "C", "O", "H", "H", "H", "H"], "xyz": [[-2.700, -1.221, 2.006], [-1.633, -1.279, 1.029], [-2.342, -1.772, 2.876], [-2.903, -0.199, 2.328], [-3.655, -1.645, 1.697], [-0.870, -0.977, 1.528], [-3.606, -3.204, -4.053], [-3.002, -4.071, -3.067], [-4.673, -3.214, -3.831], [-3.284, -2.173, -3.903], [-3.522, -3.593, -5.068], [-2.663, -3.447, -2.422], [-0.171, 5.016, 1.056], [1.049, 5.306, 0.509], [-0.226, 3.977, 1.380], [-0.455, 5.682, 1.871], [-0.938, 5.169, 0.297], [1.710, 4.895, 1.071], [3.256, -1.760, 3.579], [2.466, -0.581, 3.731], [4.256, -1.696, 4.009], [2.782, -2.567, 4.137], [3.314, -2.005, 2.519], [2.149, -0.481, 4.632], [2.356, 1.126, -2.806], [3.327, 1.096, -3.877], [2.753, 1.376, -1.822], [1.514, 1.812, -2.907], [1.891, 0.155, -2.638], [3.821, 0.273, -3.862]]}

Stability summary - winner: P); margin: 0.303 eV.

P) {"formula": "C6H8N2", "method": "ωB97M-V/def2-TZVPD", "homo_lumo_gap_ev": 9.14, "lumo_energy_ev": 0.79, "e_homo_ha": -0.307, "elements": ["N", "C", "C", "C", "N", "C", "C", "C", "H", "H", "H", "H", "H", "H", "H", "H"], "xyz": [[-3.017, -0.442, 1.751], [-2.051, -0.302, 1.121], [-0.873, -0.168, 0.304], [0.438, -0.319, 0.676], [0.730, -0.815, 1.967], [-0.997, 0.464, -1.055], [1.398, 0.044, -0.395], [0.452, 0.417, -1.582], [-0.022, -0.820, 2.647], [1.649, -0.672, 2.357], [-1.659, -0.137, -1.714], [-1.378, 1.487, -1.018], [1.924, 0.919, -0.066], [2.083, -0.774, -0.583], [0.611, -0.294, -2.419], [0.712, 1.413, -1.991]]}

Q) {"formula": "C6H8N2", "method": "ωB97M-V/def2-TZVPD", "homo_lumo_gap_ev": 10.05, "lumo_energy_ev": 0.88, "e_homo_ha": -0.337, "elements": ["C", "C", "C", "C", "C", "C", "H", "H", "H", "H", "H", "H", "H", "H", "N", "N"], "xyz": [[-3.918, -0.408, -0.081], [-2.422, 0.033, -0.223], [-1.203, 0.190, 0.018], [0.269, 0.157, 0.163], [1.288, 1.080, 0.090], [3.622, -0.488, -0.156], [-4.106, -0.213, 0.969], [-4.629, 0.037, -0.816], [-4.418, -1.523, -0.316], [0.365, -0.631, 1.171], [2.083, 1.289, 0.879], [1.003, 1.981, -0.718], [3.734, 0.259, -0.941], [4.500, -0.717, 0.539], [1.458, -0.215, -0.711], [2.376, -0.830, 0.132]]}

Stability summary - winner: P); margin: 7.248 eV.

P) {"formula": "C6H8N2", "method": "ωB97M-V/def2-TZVPD", "homo_lumo_gap_ev": 9.37, "lumo_energy_ev": 0.61, "e_homo_ha": -0.322, "elements": ["C", "C", "C", "C", "C", "C", "H", "H", "H", "H", "H", "H", "H", "H", "N", "N"], "xyz": [[-0.337, 1.682, 0.896], [-1.135, 0.345, 1.074], [-0.603, -0.373, -0.089], [-0.403, -1.652, -0.540], [0.849, -1.596, -1.363], [0.602, 0.330, -0.527], [0.320, 2.004, 1.643], [-1.210, 2.528, 0.684], [-0.576, -0.264, 2.249], [-2.283, 0.757, 1.129], [-1.007, -2.627, -0.522], [0.833, -1.994, -2.441], [1.508, -2.357, -0.702], [1.487, 1.912, -0.066], [1.391, -0.341, -1.245], [0.567, 1.649, -0.180]]}

Q) {"formula": "C6H8N2", "method": "ωB97M-V/def2-TZVPD", "homo_lumo_gap_ev": 10.59, "lumo_energy_ev": 0.80, "e_homo_ha": -0.360, "elements": ["C", "C", "C", "C", "C", "C", "H", "H", "H", "H", "H", "H", "H", "H", "N", "N"], "xyz": [[-2.300, 0.221, 0.387], [-0.883, 0.138, 0.295], [-0.389, -1.149, -0.328], [1.098, -0.876, -0.572], [1.303, 0.678, -0.562], [0.225, 1.190, 0.264], [-0.510, -2.009, 0.322], [-0.832, -1.364, -1.287], [1.333, -1.382, -1.482], [1.669, -1.346, 0.262], [1.336, 1.122, -1.540], [2.243, 0.867, -0.075], [-0.078, 2.231, 0.177], [-0.693, 1.111, 2.097], [-3.435, 0.123, 0.544], [-0.087, 0.445, 1.499]]}

R) {"formula": "C6H8N2", "method": "ωB97M-V/def2-TZVPD", "homo_lumo_gap_ev": 9.66, "lumo_energy_ev": 0.97, "e_homo_ha": -0.319, "elements": ["C", "C", "C", "C", "C", "C", "N", "N", "H", "H", "H", "H", "H", "H", "H", "H"], "xyz": [[-1.464, 0.439, -0.081], [-2.451, 0.688, -0.903], [-1.037, 0.261, 1.313], [0.798, -1.007, -0.217], [2.238, -0.431, -0.252], [-0.063, 0.162, 0.165], [2.122, 0.995, -0.127], [1.032, 1.443, 0.072], [-2.319, 0.748, -1.970], [-3.444, 0.856, -0.520], [-0.996, 1.132, 1.952], [-1.297, -0.653, 1.831], [0.524, -1.396, -1.198], [0.727, -1.802, 0.523], [2.856, -0.776, 0.585], [2.774, -0.658, -1.175]]}

Stability summary - winner: Q); margin: 1.862 eV.

P) {"formula": "C6H8N2", "method": "ωB97M-V/def2-TZVPD", "homo_lumo_gap_ev": 9.92, "lumo_energy_ev": 0.92, "e_homo_ha": -0.331, "elements": ["C", "C", "C", "C", "C", "C", "H", "H", "H", "H", "H", "H", "H", "H", "N", "N"], "xyz": [[1.422, -0.889, 0.477], [0.590, 1.267, -0.520], [-0.951, 1.555, -0.212], [-0.813, 0.330, 0.675], [-1.637, -0.742, 0.104], [-1.898, -1.910, -0.463], [2.948, -1.575, -0.007], [1.325, -1.597, 1.337], [1.385, 2.117, -0.527], [0.683, 0.430, -1.369], [-1.154, 2.433, 0.411], [-1.614, 1.575, -1.175], [-0.926, 0.535, 1.710], [-2.296, -2.945, -0.520], [2.295, -0.893, -0.507], [0.642, 0.311, 0.588]]}

Q) {"formula": "C6H8N2", "method": "ωB97M-V/def2-TZVPD", "homo_lumo_gap_ev": 10.17, "lumo_energy_ev": 0.58, "e_homo_ha": -0.352, "elements": ["C", "C", "C", "C", "C", "C", "N", "N", "H", "H", "H", "H", "H", "H", "H", "H"], "xyz": [[-0.621, -0.278, -0.598], [1.185, -1.506, 1.531], [2.139, -0.882, 1.146], [0.565, 0.406, -1.170], [-2.362, 0.560, 0.711], [0.976, 1.614, -0.778], [-1.150, 0.319, 0.531], [-1.079, -1.408, -0.968], [-0.520, -1.864, -1.686], [0.346, -2.072, 1.840], [3.039, -0.359, 1.024], [0.907, -0.023, -2.106], [-2.664, 0.966, 1.676], [-3.150, 0.334, -0.011], [0.579, 2.081, 0.104], [1.809, 2.113, -1.246]]}

R) {"formula": "C6H8N2", "method": "ωB97M-V/def2-TZVPD", "homo_lumo_gap_ev": 8.89, "lumo_energy_ev": 0.31, "e_homo_ha": -0.315, "elements": ["C", "C", "C", "C", "C", "C", "H", "H", "H", "H", "H", "H", "H", "H", "N", "N"], "xyz": [[0.637, 1.662, -0.891], [0.107, 1.372, 0.614], [0.497, -0.097, 1.106], [1.274, -1.132, 0.422], [1.843, -1.897, -0.357], [-2.252, -1.264, -0.144], [0.401, 3.107, -1.221], [-0.187, 0.855, -1.643], [2.174, 1.040, -0.658], [0.312, 2.339, 1.205], [0.884, -0.036, 2.125], [2.127, -2.826, -0.998], [-2.424, -1.736, 1.058], [-2.969, -1.618, -1.005], [-0.921, 0.335, 0.788], [-1.502, -0.105, -0.401]]}

Stability summary - winner: Q); margin: 1.513 eV.